A) {"formula": "C3H5N2", "method": "wB97M-V/def2-TZVPD", "symbols": ["C", "C", "C", "N", "N", "H", "H", "H", "H", "H"], "positions_angstrom": [[1.436, -1.025, 0.400], [-1.185, 0.074, -1.127], [0.865, -0.065, 1.014], [-1.617, 0.387, -2.125], [0.128, 0.900, 1.414], [0.869, -1.959, 0.260], [2.443, -1.168, 0.000], [-2.121, 0.731, -2.920], [-0.777, 1.010, 0.708], [-0.041, 1.116, 2.376]], "lowdin_charge": [0.121, -0.014, -0.102, 0.146, 0.198, 0.125, 0.119, 0.110, 0.158, 0.139], "homo_ev": -16.11, "orbital_gap_ha": 0.4091, "total_charge": 1, "multiplicity": 1}

B) {"formula": "C3H5N2", "method": "wB97M-V/def2-TZVPD", "symbols": ["C", "C", "C", "N", "N", "H", "H", "H", "H", "H"], "positions_angstrom": [[0.391, -1.541, -0.490], [0.596, -0.143, -1.179], [-0.271, -0.529, 1.173], [0.237, -1.773, 0.671], [-0.042, 0.429, -0.046], [1.622, -0.088, -1.071], [0.067, -0.166, -2.189], [-1.336, -0.725, 1.552], [0.243, -0.396, 2.079], [-0.708, 1.158, -0.153]], "lowdin_charge": [0.212, -0.038, -0.081, 0.174, 0.023, 0.107, 0.178, 0.178, 0.115, 0.133], "smiles": "C1#[N+]CNC1", "homo_ev": [-15.37, -15.37], "orbital_gap_ha": [0.2889, 0.2889], "total_charge": 1, "multiplicity": 1}

Energies relative to the most stable structure, in eV: A) 0.000; B) 1.885.